[1]
The following is a DFT calculation (ωB97M-V/def2-TZVPD) of C25H42N4OPS3V as an isolated structure.

Its spin multiplicity is 2. Its net charge is +1. The calculation puts the LUMO energy (spin up / spin down) at -3.52 / -2.91 eV. Its frontier orbital gap (spin up / spin down) is 7.4 / 8.0 eV.

Geometry as XYZ:
```
77
C25H42N4OPS3V, DFT ωB97M-V/def2-TZVPD
N 2.1781 -2.0338 0.8909
C 3.8495 0.7883 0.4540
H 0.6476 -3.4958 1.0811
H 4.4756 -0.0788 0.6904
C -2.0866 -3.1140 1.5901
S -2.2894 -4.4460 2.4611
C -5.0517 -0.7304 0.5666
O 0.2502 -0.5590 -0.2272
H -6.0557 -0.4967 0.9229
C -1.9441 2.0977 -1.4979
C 2.5598 0.5676 -1.6159
H 2.4789 -2.6465 -1.1323
H 0.9939 2.0729 1.5929
H 1.1627 -2.7759 2.6121
N 2.5677 0.3717 -0.1450
H 1.8651 1.3676 -1.8785
C 1.5102 -3.1220 1.6417
C -1.1152 1.7129 -3.7091
H -1.6217 4.5976 -3.3191
H 2.8019 1.6081 3.7539
C -1.3284 2.5854 -2.6372
H 3.9335 -2.0906 -0.2954
C -1.5152 0.3873 -3.6796
H -5.0824 0.7688 -1.7780
C -4.3163 0.5654 0.2510
H -3.6287 2.3541 1.2639
H -1.7166 -0.1133 -5.7609
H 2.2410 -0.3358 -2.1354
C 0.6389 1.6903 3.7158
C 3.2409 -4.0979 0.3101
C 0.5050 1.3353 2.2361
H 5.5610 1.6887 -0.5552
H 0.6183 2.7656 3.8803
C -2.3711 0.7702 -1.4513
N 1.1891 0.0272 2.1268
H -0.2029 -0.6402 -5.0388
H 2.2222 -5.1572 1.9432
C -1.2718 -0.5223 -4.8532
C 4.0073 0.9463 -1.9239
H -0.6236 2.0928 -4.5993
C -4.1623 1.4299 1.4935
C 1.9523 1.0257 4.1183
S -1.8427 -1.4815 2.2829
P 1.5341 -0.5731 0.6654
H -0.1848 1.2445 4.2770
C 4.4778 1.6378 -0.6458
H 2.8468 -0.7670 3.2004
H -5.1381 -1.3548 -0.3231
H 4.0837 1.5797 -2.8057
C 3.0078 -2.6514 -0.1760
H -2.5409 -1.0933 -2.4931
H 3.6803 1.3436 1.3781
C 2.6094 -4.1684 1.7054
H -3.6299 0.8962 2.2820
H -4.6407 2.3096 -1.0278
H -4.5419 -1.3011 1.3418
H -6.0971 1.4608 -0.5124
H -0.5451 1.2691 1.9337
C -5.0661 1.3242 -0.8395
H 4.2997 -4.3468 0.3246
V -1.5490 -0.7779 0.2091
N -2.9336 0.2007 -0.2495
H -1.6953 -1.5114 -4.6863
C 1.8770 -0.3120 3.3949
H -0.8330 4.4851 -1.7488
H -5.1486 1.6977 1.8759
S -2.1055 -2.9706 -0.1582
C -0.9012 4.0242 -2.7334
H 2.7492 -4.7973 -0.3647
H -2.0890 2.7376 -0.6354
H 4.0841 2.6550 -0.5997
H 2.0606 0.9044 5.1944
C -2.1647 -0.0771 -2.5344
H 0.0666 4.1164 -3.2263
H 3.3339 -3.8913 2.4728
H 4.6012 0.0478 -2.1042
H 1.2686 -1.0206 3.9623
```

[2]
The following is a DFT calculation (ωB97M-V/def2-TZVPD) of C25H43AgN2O12 as an isolated structure.

Its spin multiplicity is 2. Its net charge is +1. The calculation puts the LUMO energy (spin up / spin down) at -3.88 / -6.78 eV. Its frontier orbital gap (spin up / spin down) is 7.4 / 4.5 eV.

Geometry as XYZ:
```
83
C25H43AgN2O12, DFT ωB97M-V/def2-TZVPD
H -0.6809 1.1346 4.5483
H 0.6513 1.6689 -4.2181
O -2.1861 -2.4903 -0.5094
C 0.1191 2.6309 3.0135
H 3.0664 3.7666 2.1508
C 2.2664 2.8363 -0.1787
H 1.1173 -2.9234 1.2357
H -0.9669 4.5255 2.4964
H -4.8407 -1.5143 -0.4011
C 0.8378 -2.8499 3.3684
H 1.0055 2.9677 5.0382
C -1.0616 3.6489 3.1373
H 1.5684 2.4591 -0.9261
H -1.2050 4.0579 4.1375
C 2.0608 0.5942 1.1214
N -1.4932 -1.5567 -0.7411
H -1.1087 0.8235 2.8568
H 0.2020 -1.3273 -4.1357
O 3.4993 -0.3320 -1.9996
H -6.2009 1.1267 0.1337
C 0.1769 0.8083 -3.7465
C -6.9938 0.0234 -1.4471
C -6.2336 0.1114 -0.2615
H 1.4376 0.3364 0.2651
H 1.5989 -1.0171 -2.0743
C -1.1397 1.1992 -3.1997
H -4.5037 -1.3564 -2.6968
C -0.0409 -0.3786 -4.6143
H 5.2350 -2.2066 -3.4323
O -2.1928 -1.0626 -5.5938
H 0.4772 0.4550 3.4809
N 0.5750 2.6008 1.5939
C 1.0505 -4.2666 3.8088
C -4.9289 -0.4546 -2.2565
H 0.0847 -2.3392 3.9685
O -6.2757 -0.1941 -2.5728
C 1.9409 2.1592 1.2059
H 1.6952 0.0075 1.9642
O -1.0218 -4.8369 1.0835
C 2.6126 -1.4133 -2.1343
H 1.7096 -2.1966 3.4026
H 3.0921 0.3537 0.8633
Ag -2.6279 -4.7281 -0.7437
O -2.1524 0.4811 -3.9217
H 4.7372 -1.2977 -4.8362
O 0.1857 -5.0215 2.9518
H 2.3017 3.9258 -0.1853
H 2.7140 1.3560 3.9546
H -2.0052 3.1650 2.8853
C -4.9093 -0.4695 -0.7039
H 2.0866 -4.6008 3.7556
H 3.9889 2.2752 2.1263
O -1.4956 -0.6299 0.0646
H 2.9284 -3.0507 -3.6221
H 3.2665 2.5391 -0.4944
O -0.7874 -1.6577 -1.7433
H 2.7796 -2.1777 -1.3754
O 5.1384 0.7500 -3.0102
C 2.9996 2.6913 2.3164
H -1.4013 2.2562 -3.2491
H 0.8185 0.5588 -2.9014
C -0.3254 1.1915 3.5195
H -4.4093 0.4445 -2.5876
C -0.2501 -4.3039 1.9058
C 4.4922 -1.4948 -3.7925
H 2.3483 -1.6838 -4.2507
C 0.2922 -2.9337 1.9478
O -8.2160 0.1067 -1.4388
H -4.1275 0.0697 -0.1690
H -1.0740 1.0095 -2.1284
C 2.6539 2.4288 3.7715
H 1.3530 4.1472 3.9459
C -1.5552 -0.3912 -4.8327
C 4.4293 -0.2240 -2.9529
H -0.4410 1.1696 0.9551
C 3.0690 -1.9782 -3.4877
H -6.6547 -0.5969 0.4520
H 0.4485 -0.3489 -5.5878
C 1.2561 3.0621 3.9816
H 3.4136 2.7828 4.4684
O -0.4185 2.0993 0.7166
H 0.6684 -4.2550 4.8296
H -0.5248 -2.2455 1.7309
```

[3]
The following is a DFT calculation (ωB97M-V/def2-TZVPD) of a 9-piece molecular cluster, C25H43Cl16IO4 overall.

The SMILES is C#C[C@@]1(I)OC(=O)O[C@@]1(CC)CCCCCCCCCOC.ClCCl.ClCCl.ClCCl.ClCCl.ClCCl.ClCCl.ClCCl.ClCCl. Its spin multiplicity is 1. The calculation puts the LUMO energy at -0.39 eV. Its frontier orbital gap is 8.8 eV.

Geometry as XYZ:
```
89
C25H43Cl16IO4, DFT ωB97M-V/def2-TZVPD
Cl -10.4531 -2.4846 0.5480
Cl 5.9309 -5.1325 0.0701
C -3.6747 -3.9688 2.9144
H 5.2276 1.2999 2.4455
H 2.7900 3.1130 -0.5976
Cl 2.5070 -4.5502 -2.0089
C 5.3038 1.7193 -1.5145
O -6.0608 -0.0711 -0.3707
C 3.4958 -5.5633 -3.0676
H -11.9739 -3.9174 1.6486
H -3.5894 0.8399 -0.1771
C 3.8862 -1.3404 0.3450
H 5.4101 -6.2726 2.0715
H 6.8585 0.3427 -3.5441
Cl 7.3707 -1.9612 -3.4604
Cl -8.1673 -0.6317 3.9223
Cl 9.1542 0.2970 -2.9923
C -11.1465 -4.0604 0.9493
H -1.9803 6.4374 -2.3208
C 4.7113 0.0016 -0.1080
H 3.5205 0.5047 2.5077
C -1.0755 3.0630 -0.1641
C 7.7124 -0.2696 -3.8439
H 1.1582 2.7454 1.1620
H 0.4716 2.2488 -1.6833
C 12.9428 1.5312 -3.1918
H -2.2295 1.8856 -1.7868
H -11.5140 -4.5309 0.0342
Cl -0.0082 7.3768 -1.4234
C 2.6706 1.9541 -0.3517
Cl 3.3098 -5.5376 1.2806
C -8.8495 -1.8794 2.8721
C 1.2721 1.7703 0.4825
H 3.8038 3.7945 2.1230
H 7.8747 -0.1747 -4.9203
H -7.1111 2.4502 0.4633
H -3.0328 1.9778 1.2777
H 1.1996 0.7720 1.1088
Cl -2.3836 6.4742 0.0058
C -6.0844 0.4890 1.0209
I 6.8579 -0.3177 0.4061
O 4.8414 0.2942 -1.5699
H -7.0177 0.0313 1.5877
H 4.8800 -7.1740 0.6222
H -5.1057 3.0679 -0.9407
H -2.2400 8.0952 -1.7056
C 4.1100 1.4354 2.0497
C 4.0184 1.4253 0.4140
C -6.5078 -1.5029 -0.3255
Cl -4.6113 -2.7124 3.7324
Cl -9.9393 -5.1155 1.6941
H -1.1538 3.0537 1.0178
Cl -7.5981 -2.9982 2.3175
H -3.8995 -4.9351 3.3725
C -1.7572 7.1347 -1.5096
O 5.8928 2.2477 -2.5951
H 12.4600 2.4916 -3.3877
H -0.7567 4.1525 -0.4602
H -2.6103 -3.7473 3.0240
Cl 3.5460 -7.2320 -2.4862
H -4.6287 3.8647 0.7456
C -4.8536 2.8283 0.2005
C 3.5730 2.8360 2.7534
H 4.0522 2.8628 3.8465
H 12.7197 0.8338 -4.0029
H 3.2061 -3.6930 1.2159
Cl 14.6918 1.7732 -3.1055
H -5.0947 0.1085 1.5606
H -3.0096 3.5735 -1.4654
C 3.4427 -2.5701 0.8918
C 4.9425 -6.1874 1.0876
Cl 12.3164 0.8706 -1.6764
O 5.0626 2.3334 -0.1665
Cl -4.0734 -4.0409 1.1937
H 2.4098 2.6624 2.9443
H -5.8403 -2.1428 0.4295
C 0.0389 1.9098 -0.6384
H 3.0690 -5.5497 -4.0734
H -9.6054 -2.4387 3.4287
H -9.3093 -1.4012 2.0038
H 4.5129 -5.1647 -3.0931
C -2.4731 2.6797 -0.9314
H -6.1689 2.6097 2.0896
C -6.0985 2.1342 1.0109
H -6.4031 -1.9492 -1.4075
H -0.5610 0.9008 -0.6803
H 2.4946 1.4386 -1.4140
H -7.6059 -1.4732 0.0795
C -3.4634 1.9547 0.1894
```

[4]
The following is a DFT calculation (ωB97M-V/def2-TZVPD) of C25H43Cl2N6O4PbSi as an isolated structure.

Its spin multiplicity is 1. Its net charge is -1. The calculation puts the LUMO energy at 2.50 eV. Its frontier orbital gap is 6.6 eV.

Geometry as XYZ:
```
82
C25H43Cl2N6O4PbSi, DFT ωB97M-V/def2-TZVPD
H -3.3031 3.6706 3.2665
H -4.5235 2.6760 1.2378
H -0.4876 2.7459 0.9733
C -0.9809 6.4291 -0.8741
O -2.5410 -0.3100 2.2219
H 0.8635 -8.1113 1.0923
H 3.5028 -1.5824 4.8073
H 4.1027 0.6026 2.6060
H 3.4840 2.9166 2.6766
C 2.8233 2.7938 1.8209
O -0.4902 1.6918 -1.8408
H -3.6100 -1.9607 -3.9395
Pb -1.3832 -2.3653 1.0223
H -2.0759 6.4257 -0.9798
C 1.1645 2.6047 -0.4003
H 0.5203 -0.8534 -3.0574
H -0.7352 7.0193 0.0222
C -1.0655 4.3335 -3.0797
C -3.5293 -1.5270 -2.9293
H 2.9088 2.4088 -1.5944
C 1.4299 2.8377 1.9926
Si -1.9461 -0.4622 -2.8263
H 1.0013 3.0250 2.9816
H -2.8777 0.9834 -4.5813
H -0.3642 -2.3701 -2.7491
H 1.4951 -6.4933 1.5409
H -4.1689 0.9393 0.9570
N 3.1432 -3.0139 -0.4903
C 2.5382 2.5068 -0.5689
O 0.3665 -1.0245 2.7902
N 2.6155 -0.8155 3.0977
H 2.3752 -0.2369 5.1265
H -1.9574 3.7043 -3.1507
H 1.0088 2.8398 -2.5259
C 0.6756 -7.0336 1.0441
C 1.3468 -7.4311 -1.3347
Cl -3.7704 -3.0885 0.3755
C 0.6020 2.6944 0.8704
N 1.0102 -1.7647 -0.4173
C -2.3903 1.1743 -3.6143
H 3.9537 -0.7751 1.4813
H 2.3817 -7.0559 -1.3890
H 1.7244 -1.8433 4.6885
H -3.5731 -2.3561 -2.2063
C -2.4408 3.2455 2.7316
H 1.6251 -0.1767 1.3966
C -0.4072 -1.4047 -3.2800
C 0.2997 2.7626 -1.6600
C -0.4165 4.1350 -1.7526
H -0.2699 -6.7768 1.5366
N 3.3627 -5.4791 -0.3014
H -1.3288 0.9876 3.2737
C 3.2070 -4.3159 -0.3870
H 4.4507 2.6429 0.3787
H -2.1185 3.9482 1.9524
H -0.0399 -5.3380 -1.8095
H -0.3732 4.0640 -3.8853
N -2.7672 1.9590 2.1316
H -1.6152 3.0796 3.4340
C 3.9147 -0.4782 2.5357
N 0.5767 -6.6727 -0.3638
H -0.5525 6.9687 -1.7345
C -2.1819 0.8145 2.5709
H -0.4738 -1.6066 -4.3610
O -0.3862 -4.6755 0.1319
H 1.3482 -8.4799 -1.0244
H -1.4875 1.7841 -3.7533
Cl -1.8770 -0.3373 -0.5729
C -0.4300 5.0362 -0.7596
C -3.7406 1.9405 1.0419
C 2.5444 -1.1394 4.5183
C 2.0038 -2.3953 -0.4588
H 0.0135 4.8330 0.2182
H 0.8726 -7.3105 -2.3159
H -3.0764 1.7290 -2.9579
H 4.6800 -1.0242 3.0984
C 1.4875 -0.6531 2.3891
C 3.3672 2.6408 0.5403
H -4.4355 -0.9258 -2.7646
C 0.0203 -5.5047 -0.7126
H -3.2574 2.2049 0.0876
H -1.3625 5.3693 -3.2560
```

[5]
The following is a DFT calculation (ωB97M-V/def2-TZVPD) of C25H43Cl4Cu2N3O as an isolated structure.

Its spin multiplicity is 1. Its net charge is +4. The calculation puts the LUMO energy at -11.54 eV. Its frontier orbital gap is 4.0 eV.

Geometry as XYZ:
```
78
C25H43Cl4Cu2N3O, DFT ωB97M-V/def2-TZVPD
H -2.0942 3.1564 -3.6312
C 2.9400 -5.2004 -4.9090
C 1.9830 4.1500 4.4238
N 2.0370 2.9199 3.9406
Cu -6.2075 -2.2899 -2.8793
H -6.7950 -3.0590 5.3254
H 1.6817 -3.2716 -3.6557
H 2.6903 -8.8507 -2.5333
H -5.5278 6.6559 6.1135
H -1.1595 2.3991 3.3493
H 4.7002 -1.3721 -6.6282
H 5.0669 -3.9514 -3.3250
H -6.1519 -2.7965 7.0021
H 3.6300 -5.9245 -3.0885
H 2.3172 -2.5366 -5.8410
C -1.7333 4.1018 -4.0363
H 2.7705 -3.7991 -2.3442
C -5.4833 6.5375 5.0309
H -3.4406 -0.4158 -0.9427
H -5.6797 7.5177 4.5964
H 2.9567 4.5772 4.6128
C -0.3522 4.2992 4.0873
Cu -8.2818 1.0305 0.2045
H 4.2977 -7.6984 -5.0365
Cl -5.1817 -4.6519 5.9474
C -2.8202 5.1478 -3.8445
H 4.0774 2.9325 4.2404
H -3.1615 5.3862 -2.8371
H 3.4778 2.1630 2.8405
H 1.9677 -5.0784 -5.3864
O -4.2342 -0.2423 -0.3999
H 2.9653 -2.1730 -3.1974
H -4.8351 5.2820 2.9831
C 5.5239 -2.3087 -4.7645
H -4.7027 -2.5877 4.2576
H -5.3026 -1.1027 5.0571
H 3.6468 -3.3455 -6.5677
C 2.7002 -3.2278 -3.2698
C 3.5611 -8.7520 -3.1813
H 1.0006 1.2032 3.2968
C -4.9243 -2.1129 5.2134
C -1.6756 4.9764 4.2357
C -2.7476 4.7868 3.3852
H -3.6868 4.9520 -4.4760
H 6.4935 -2.3638 -5.2594
C 3.4220 -7.7310 -4.3883
N 3.5215 -3.7754 -4.4985
H -1.2455 5.4683 6.2103
H 5.7396 -1.7404 -3.8597
C 2.9813 -6.3343 -3.8628
C 5.0476 -3.6905 -4.3831
H 3.5017 -5.5721 -5.7660
H 3.9933 -9.7419 -3.3272
H 4.1464 -0.7256 -5.0299
C -3.1430 6.3827 5.6299
C -3.9765 5.4717 3.6101
Cl -3.4597 -1.9314 6.1982
C 3.3670 -2.7808 -5.6783
H -2.5397 4.2216 2.4887
H 4.2281 -8.1514 -2.5627
Cl -2.2220 6.7441 -4.3817
H 2.0312 -6.4333 -3.3379
C 0.8396 4.9263 4.3968
C 4.3929 -1.6144 -5.6108
C 0.9761 2.2625 3.5060
C -5.9162 -3.0571 5.9703
Cl -0.2677 4.6822 -3.2047
C 3.3210 2.2170 3.9178
H 2.7099 -8.1987 -5.0682
H -6.1803 5.7075 4.9161
H 5.5899 -4.5129 -4.8497
C -0.2644 2.8917 3.6992
H -3.3757 6.6620 6.6468
N -4.1166 6.2135 4.7245
C -1.9896 5.6459 5.4479
H -1.5053 4.0260 -5.0995
H 0.9769 5.9359 4.7550
H 3.1092 1.4702 4.6829
```

[6]
The following is a DFT calculation (ωB97M-V/def2-TZVPD) of a single C25H43F3IN3O5S molecule.

The SMILES is C#CCCC[C@@]1(I)OC(=O)[C@](CC(N)(N)N)(S(=O)(=O)C(F)(F)F)[C@H]1CCCCCCCCCCCCOC. Its spin multiplicity is 1. The calculation puts the LUMO energy at -0.06 eV. Its frontier orbital gap is 9.5 eV.

Geometry as XYZ:
```
81
C25H43F3IN3O5S, DFT ωB97M-V/def2-TZVPD
O -3.3630 0.7166 -0.6757
O -2.0245 1.7199 2.5835
C -1.1766 3.9622 0.0525
H 3.6797 2.6536 1.2617
N -1.4898 6.3091 0.6002
H -0.7184 -0.6892 -3.6807
H -0.8512 4.3542 3.0341
H 1.3302 -4.2418 -1.3161
H 2.5475 1.4720 -0.3030
H -1.0642 6.3037 -0.3216
C -0.1462 -3.0534 -3.3980
C 0.5398 0.5859 -2.4649
F -4.6337 2.5556 1.7469
H 0.3538 4.5917 2.0076
H 1.3793 0.3695 -1.8172
H 2.0718 -3.5791 0.8260
C 0.6068 1.5637 0.5533
O 3.1301 -5.0273 1.8981
H 1.7085 2.9172 -0.7144
H -1.0050 0.5366 -0.2723
H 1.4829 -1.8727 -2.5956
H -1.6437 4.3703 -0.8392
H 1.8749 4.8922 0.3904
C -0.6060 1.5368 -0.4351
H 0.2368 -2.3835 -1.4459
H 1.1951 -5.9101 -1.8623
C 2.6574 3.0138 1.2067
C 0.7554 -5.6343 2.2232
H -1.0717 -4.0939 -0.9812
H -1.2002 -3.2183 -3.1898
H -0.0645 -5.1351 -3.8260
C 0.4105 -1.9928 -2.4439
H -3.4429 5.3908 1.3169
N -2.8293 4.7151 1.7540
N -0.5336 4.9816 2.2988
F -5.7091 2.0153 -0.0281
C 2.9053 -3.6774 1.5195
O -3.2548 2.8350 -1.7409
H 0.9581 -4.8613 2.9632
O 0.0520 2.0541 1.7648
F -4.9482 4.0004 0.1450
H -0.1094 4.0209 -0.1305
C -0.4026 -5.1152 1.3508
H -0.0477 -2.7123 -4.4268
C 0.6984 -4.9419 -1.8599
C 2.0777 -5.8880 1.4790
C -1.6169 2.5008 0.2666
H 3.6317 4.7162 0.2525
C -4.7028 2.7471 0.4515
H 0.1510 2.6817 -2.1200
C 2.9082 5.2846 2.1178
H 3.7840 -3.2883 1.0091
C -0.6686 -5.9404 0.0628
H -1.2952 -5.1631 1.9720
H 1.9725 -5.7877 0.3979
H -2.8112 4.9372 2.7433
H -1.6524 -6.3888 0.1805
H 2.2431 2.8882 2.2011
C -0.3482 1.7361 -1.9116
H -1.2550 1.7087 -2.5042
I 1.1725 -0.4877 1.1513
C -1.5083 4.9456 1.2012
H 0.4432 -6.5140 2.7802
H 0.0344 -6.7674 -0.0151
C 0.5595 -4.4122 -3.2956
C -0.3406 -0.6638 -2.6625
C 1.9097 2.2371 0.1119
H -1.3335 -5.5776 -1.9227
C -1.3273 2.0522 1.6952
H -0.2373 -4.0681 1.1004
H -0.8834 6.8819 1.1759
C 2.7714 4.5206 0.8857
C 2.9145 5.8075 3.1762
H 0.8505 0.8931 -3.4585
H 2.3998 -6.9082 1.6682
H 1.5291 -4.4301 -3.7915
H -1.2139 -0.6643 -2.0112
H 2.7716 6.1685 4.1566
H 2.7275 -3.1003 2.4261
S -3.2159 2.1274 -0.4926
C -0.6795 -5.0830 -1.2056
```

| no. | maximum force (eV Å⁻¹) | total energy (eV) |
| --- | --- | --- |
| 1 | 1.10 | -102096.0412 |
| 2 | 6.25 | -58157.5335 |
| 3 | 10.66 | -243258.0729 |
| 4 | 1.67 | -81926.8470 |
| 5 | 3.59 | -172464.1835 |
| 6 | 1.87 | -68415.3096 |